The following is a quantum chemistry calculation of a single C3H4N2O2 molecule at a distorted geometry, from the OMol25 dataset.

Computed properties:
- LUMO (eV) = -0.233
- energy (a.u.) = -376.5333
- SMILES = [H]/N=C/C(=C)[N+](=O)[O-]
- HOMO level (Eh) = -0.3918
- F_max (eV/A) = 6.01
- Kohn-Sham gap (eV) = 10.4285
- energy above the lowest of the compared OMol25 structures with the same formula, charge and spin (kJ/mol) = 605.1
- molecular weight (g/mol) = 100.077

The geometry in ORCA input format:
```
! RIJCOSX wB97M-V def2-TZVPD def2/J DEFGRID3
* xyz 0 1
N 2.43235 -0.21005 0.11269
C 0.17662 -1.32152 0.55749
H 0.57642 -2.19529 0.97342
N 0.74228 2.06121 -0.58328
H -0.85741 0.88848 -0.77991
H -0.83658 -1.18646 0.30688
H 0.03944 2.76336 -0.90281
O 3.09898 -0.56453 1.02001
C 0.14174 0.93336 -0.36720
C 0.81963 -0.21696 0.16463
O 2.85156 0.04148 -0.92280
*
```

Atomic partial charges in e from the Mulliken method, atoms 1 to 2:
1. N 0.909
2. C -0.804

***

The following is a quantum chemistry calculation of a single C3H4N2O2 molecule at a distorted geometry, from the OMol25 dataset.

Computed properties:
- LUMO (eV) = 0.701
- energy (a.u.) = -376.5260
- SMILES = COc1conn1
- HOMO level (Eh) = -0.3166
- F_max (eV/A) = 9.50
- Kohn-Sham gap (eV) = 9.3160
- energy above the lowest of the compared OMol25 structures with the same formula, charge and spin (kJ/mol) = 624.4
- molecular weight (g/mol) = 100.077

The geometry in ORCA input format:
```
! RIJCOSX wB97M-V def2-TZVPD def2/J DEFGRID3
* xyz 0 1
H -2.08141 -0.37076 0.43593
C 1.48978 0.89072 0.59793
H -1.61086 -1.77009 -1.07144
C 0.54046 0.07662 0.03631
O -0.07384 -0.90954 0.36536
N 0.26683 0.80826 -1.12770
H 2.39951 0.73255 1.29260
N 0.84143 1.91125 -1.28153
C -1.56800 -1.27863 -0.05293
H -1.88815 -2.00869 0.92149
O 1.68425 1.91833 -0.11604
*
```

Atomic partial charges in e from the Mulliken method, atoms 1 to 2:
1. H 0.331
2. C -0.105

***

The following is a quantum chemistry calculation of a single C3H4N2O2 molecule at a distorted geometry, from the OMol25 dataset.

Computed properties:
- LUMO (eV) = 0.058
- energy (a.u.) = -376.6245
- SMILES = N#C/C(CO)=N\O
- HOMO level (Eh) = -0.3894
- F_max (eV/A) = 1.39
- Kohn-Sham gap (eV) = 10.6551
- energy above the lowest of the compared OMol25 structures with the same formula, charge and spin (kJ/mol) = 365.7
- molecular weight (g/mol) = 100.077

The geometry in ORCA input format:
```
! RIJCOSX wB97M-V def2-TZVPD def2/J DEFGRID3
* xyz 0 1
N 0.48655 2.31632 1.22973
C 0.11472 0.02796 0.01175
H 1.42319 0.43634 -1.61848
N -0.89916 -0.74850 0.13371
C 0.28633 1.30396 0.70198
H 2.16528 -0.54360 -0.38497
C 1.21043 -0.38761 -0.93911
H -2.54708 -0.90639 0.96591
H 0.21387 -2.02747 -1.23554
O -1.84912 -0.22248 0.98083
O 0.84464 -1.47746 -1.72067
*
```

Atomic partial charges in e from the Mulliken method, atoms 1 to 2:
1. N -0.357
2. C 0.602

***

The following is a quantum chemistry calculation of 2 unconnected molecules or ions with the total composition C3H4N2O2 at a distorted geometry, from the OMol25 dataset.

Computed properties:
- LUMO (eV) = 0.255
- energy (a.u.) = -376.5685
- SMILES = NN=C=O.C#CO
- HOMO level (Eh) = -0.3435
- F_max (eV/A) = 1.16
- Kohn-Sham gap (eV) = 9.6019
- energy above the lowest of the compared OMol25 structures with the same formula, charge and spin (kJ/mol) = 512.7
- molecular weight (g/mol) = 100.077

The geometry in ORCA input format:
```
! RIJCOSX wB97M-V def2-TZVPD def2/J DEFGRID3
* xyz 0 1
C -0.90320 -1.18239 0.02996
O 1.62182 0.64725 1.07765
N -1.53649 -0.17616 0.14423
H 3.73858 -0.15659 -1.64569
O -0.06596 -1.98420 0.09395
C 2.35526 0.34182 0.04350
C 3.09824 0.10743 -0.86369
N -2.80912 0.28461 -0.13567
H 0.70594 0.80344 0.81609
H -2.76022 1.30033 -0.17275
H -3.44486 0.01447 0.61243
*
```

Atomic partial charges in e from the Mulliken method, atoms 1 to 2:
1. C 0.574
2. O -0.509

***

The following is a quantum chemistry calculation of a single C3H4N2O2 molecule at a distorted geometry, from the OMol25 dataset.

Computed properties:
- LUMO (eV) = 0.756
- energy (a.u.) = -376.5472
- SMILES = O/N=C1\CC=NO1
- HOMO level (Eh) = -0.3434
- F_max (eV/A) = 5.73
- Kohn-Sham gap (eV) = 10.1018
- energy above the lowest of the compared OMol25 structures with the same formula, charge and spin (kJ/mol) = 568.7
- molecular weight (g/mol) = 100.077

The geometry in ORCA input format:
```
! RIJCOSX wB97M-V def2-TZVPD def2/J DEFGRID3
* xyz 0 1
C -0.05708 -0.30562 0.71137
H -1.74405 -1.80861 0.85853
H -0.29335 0.42356 1.40285
O -0.99201 0.28700 -1.29458
H 2.60716 1.55560 -0.28969
H 0.75317 -1.11906 0.67948
C -1.35856 -0.99639 0.31767
C 0.12524 0.39372 -0.61445
O 1.85244 1.10667 0.08506
N 0.98303 1.10005 -1.06479
N -1.87597 -0.63692 -0.79145
*
```

Atomic partial charges in e from the Mulliken method, atoms 1 to 2:
1. C -0.087
2. H 0.437

***

The following is a quantum chemistry calculation of a molecular structure, C3H4N2O2 at a distorted geometry, from the OMol25 dataset.

Computed properties:
- LUMO (eV) = 0.079
- energy (a.u.) = -376.6111
- HOMO level (Eh) = -0.3382
- F_max (eV/A) = 3.44
- Kohn-Sham gap (eV) = 9.2828
- energy above the lowest of the compared OMol25 structures with the same formula, charge and spin (kJ/mol) = 400.9
- molecular weight (g/mol) = 100.077

The geometry in ORCA input format:
```
! RIJCOSX wB97M-V def2-TZVPD def2/J DEFGRID3
* xyz 0 1
N 0.05797 -0.05411 0.08813
O -1.45946 1.01993 -0.94513
H 0.12087 -1.41252 1.57480
C -1.21586 0.42854 0.26687
H 1.49294 -0.25119 1.46729
O -1.89336 0.29778 1.25293
H 1.39602 -1.62730 0.32855
H -0.09123 0.81540 -2.63018
C 0.81965 -0.90079 0.91828
N 0.86733 0.79422 -0.76548
C -0.10307 0.88789 -1.56089
*
```

Atomic partial charges in e from the Mulliken method, atoms 1 to 2:
1. N 0.264
2. O -0.335

***

The following is a quantum chemistry calculation of a single C3H4N2O2 molecule, from the OMol25 dataset.

Computed properties:
- LUMO (spin up / spin down) (eV) = -1.094 / -1.095
- energy (a.u.) = -376.6092
- HOMO level (spin up / spin down) (Eh) = -0.3371 / -0.3370
- F_max (eV/A) = 0.80
- Kohn-Sham gap (spin up / spin down) (eV) = 8.0782 / 8.0758
- energy above the lowest of the compared OMol25 structures with the same formula, charge and spin (kJ/mol) = 406.0
- molecular weight (g/mol) = 100.077

The geometry in ORCA input format:
```
! RIJCOSX wB97M-V def2-TZVPD def2/J DEFGRID3
* xyz 0 1
O 2.07390 0.15931 1.06661
C -0.50244 1.26190 0.30182
N 0.74633 -0.69884 -0.65050
H 2.76617 -0.74787 -0.62494
N -0.36101 -0.16288 -0.12207
H -2.41663 -0.27868 0.00255
H -1.50402 1.40683 0.74078
C -1.48396 -0.81302 -0.11898
H -1.45795 -1.87266 -0.31781
C 1.91877 -0.37938 -0.01572
O 0.32059 2.09549 0.14950
*
```

Atomic partial charges in e from the Mulliken method, atoms 1 to 2:
1. O -0.562
2. C 0.066

***

The following is a quantum chemistry calculation of a single C3H4N2O2 molecule at a distorted geometry, from the OMol25 dataset.

Computed properties:
- LUMO (eV) = 0.689
- energy (a.u.) = -376.5400
- SMILES = C1=NOC=NOC1
- HOMO level (Eh) = -0.3569
- F_max (eV/A) = 2.35
- Kohn-Sham gap (eV) = 10.4010
- energy above the lowest of the compared OMol25 structures with the same formula, charge and spin (kJ/mol) = 587.5
- molecular weight (g/mol) = 100.077

The geometry in ORCA input format:
```
! RIJCOSX wB97M-V def2-TZVPD def2/J DEFGRID3
* xyz 0 1
H 2.06574 -1.83630 0.28858
C 1.23355 -1.22125 0.02286
H -2.17566 0.71359 -0.08187
H -0.48746 2.31049 -0.20632
C -0.14491 1.24705 -0.14092
N 1.12622 1.18527 -0.33012
O 1.79238 -0.00202 -0.19424
H -1.25543 0.03099 1.24600
O -1.01780 -0.96724 -0.58746
C -1.19549 0.25451 0.11826
N 0.05886 -1.71509 -0.13477
*
```

Atomic partial charges in e from the Mulliken method, atoms 1 to 2:
1. H 0.417
2. C 0.126